1.
This record from the Open Molecules 2025 dataset describes 3 unconnected molecules or ions with the total composition C30H36O7. The level of theory is ωB97M-V/def2-TZVPD.

Positions of all 73 atoms, in Å:
C -3.915547 -1.151878 2.109617
O -2.953376 -1.788391 2.921044
C -2.895238 -3.190090 2.720022
C -2.388690 -3.578923 1.335126
C -1.793710 -4.979435 1.295393
C -1.325938 -5.348491 -0.116764
C -0.267655 -6.465523 -0.184155
C 1.004243 -6.030194 -0.931955
C 2.130612 -5.543579 0.011443
C 2.174778 -4.042283 0.070622
C 2.836006 -3.277144 -0.892389
C 2.768454 -1.891993 -0.876352
C 2.010796 -1.252497 0.098519
C 1.366486 -2.007970 1.080788
C 1.465518 -3.390223 1.075755
C 0.554681 -1.305852 2.119105
O 0.466383 -1.714394 3.253231
C -0.131563 -0.079462 1.624086
C -1.379276 0.297542 2.102511
C -1.991580 1.430206 1.580416
C -1.358175 2.190931 0.602711
C -0.106976 1.819942 0.133333
C 0.506992 0.679740 0.635694
C 1.832191 0.225990 0.128696
O 2.689800 1.002570 -0.234002
H -4.816293 -1.765126 2.008695
H -3.519886 -0.923254 1.116282
H -4.197151 -0.217548 2.592114
H -2.228427 -3.577598 3.490243
H -3.890583 -3.615792 2.902354
H -1.643440 -2.833327 1.043002
H -3.210659 -3.515849 0.617215
H -2.551110 -5.693818 1.625265
H -0.946680 -5.027645 1.983327
H -0.948210 -4.445525 -0.600568
H -2.203205 -5.645319 -0.696110
H -0.009311 -6.794136 0.824240
H -0.694676 -7.342432 -0.672307
H 0.720849 -5.199919 -1.580039
H 1.367833 -6.815190 -1.593558
H 1.904230 -5.896467 1.016858
H 3.089448 -5.970297 -0.277278
H 3.399025 -3.781613 -1.667216
H 3.277231 -1.294668 -1.620279
H 0.964045 -3.953032 1.852247
H -1.859501 -0.307565 2.859074
H -2.967814 1.716089 1.946606
H -1.829940 3.081419 0.217912
H 0.397801 2.400987 -0.626109
O -1.886287 5.381550 0.297307
C -2.465535 5.734507 -0.687825
O -2.721257 4.887029 -1.712255
C -3.336996 5.591016 -2.806045
C -3.957570 6.835229 -2.179895
C -2.996545 7.113939 -1.024622
H -2.560379 5.836138 -3.533221
H -4.061423 4.928645 -3.272433
H -4.062133 7.656579 -2.885016
H -4.946793 6.596756 -1.787695
H -2.152194 7.734727 -1.328363
H -3.469327 7.557848 -0.153607
O 7.343247 5.045260 -2.245610
C 6.251100 4.771727 -1.843935
O 5.336764 5.722039 -1.532926
C 4.148592 5.114006 -0.992530
C 4.158638 3.678542 -1.502233
C 5.657296 3.397805 -1.592159
H 4.204921 5.165511 0.096923
H 3.290117 5.690912 -1.327918
H 3.611145 2.989572 -0.864117
H 3.718520 3.640202 -2.500672
H 6.062040 3.020806 -0.651426
H 5.931268 2.718682 -2.394193

Cartesian forces, eV/Å:
C -0.3 -0.1 0.0
O -0.6 -0.7 0.2
C 0.0 -0.1 0.0
C -0.2 0.1 0.2
C 0.0 0.2 -0.3
C -0.2 -0.1 0.2
C -0.1 0.0 -0.2
C -0.1 0.0 0.1
C -0.2 0.0 0.0
C 0.0 0.1 0.2
C -0.1 0.0 0.1
C 0.0 0.0 0.2
C -0.1 -0.1 0.1
C 0.1 0.0 -0.2
C 0.1 0.2 -0.1
C 0.0 0.1 0.0
O -0.2 -0.2 0.0
C 0.0 0.1 -0.1
C 0.4 0.5 0.2
C 0.3 0.0 -0.1
C -0.1 -0.1 0.1
C 0.2 -0.1 0.1
C -0.2 -0.1 0.1
C 0.0 0.1 0.0
O 0.0 -0.1 -0.3
H 0.0 0.0 0.0
H -0.1 -0.1 0.0
H 0.0 0.0 0.0
H 0.1 0.1 0.0
H 0.0 -0.1 0.0
H 0.1 -0.1 -0.1
H 0.0 0.1 -0.1
H 0.1 -0.1 0.2
H -0.1 -0.1 0.1
H 0.1 0.0 0.0
H 0.0 0.1 -0.1
H 0.0 0.0 0.0
H 0.0 0.0 0.0
H 0.1 0.0 -0.2
H 0.1 -0.2 0.1
H 0.2 -0.2 0.1
H 0.1 0.1 -0.1
H 0.0 0.0 0.0
H 0.1 0.0 0.0
H 0.0 0.0 0.0
H 0.4 0.3 -0.1
H 0.0 0.1 0.0
H 0.0 0.0 0.0
H 0.0 0.1 0.0
O -0.1 0.1 0.0
C 0.1 0.1 0.1
O 0.0 -0.1 -0.1
C 0.0 0.0 0.0
C 0.0 0.0 0.1
C -0.2 -0.1 -0.1
H 0.0 0.0 0.0
H 0.0 -0.1 0.0
H 0.0 0.0 0.0
H 0.0 0.0 0.0
H 0.0 0.0 0.0
H 0.1 0.0 0.1
O 0.0 0.0 0.0
C 0.1 -0.1 0.0
O -0.1 0.0 0.0
C 0.0 0.0 0.0
C 0.1 0.0 0.0
C -0.2 0.1 -0.1
H 0.0 0.0 0.0
H 0.0 0.1 0.0
H 0.0 0.1 0.0
H 0.0 0.0 0.0
H 0.0 0.0 0.0
H 0.1 0.0 0.1

Computed properties:
- frontier orbital gap (hartree) = 0.322
- SMILES = COCCCCCCCc1ccc2c(c1)C(=O)c1ccccc1C2=O.O=C1CCCO1.O=C1CCCO1
- LUMO (eV) = -0.5
- HOMO energy (eV) = -9.235
- DFT total energy (hartree) = -1691.45407

Here are the Löwdin charges for atoms 1 to 6, given in e: atom 1 (C): -0.119, atom 2 (O): -0.235, atom 3 (C): -0.215, atom 4 (C): -0.185, atom 5 (C): -0.211, atom 6 (C): -0.201

2.
This record from the Open Molecules 2025 dataset describes a molecular structure, C20H41Br3O35S9 at a distorted geometry. The level of theory is ωB97M-V/def2-TZVPD.

Positions of all 108 atoms, in Å:
O 0.008894 -2.170969 -5.883434
S -0.508016 -2.378528 -4.567604
O -1.608903 -1.649522 -4.055569
O -0.889926 -3.919926 -4.372134
C -0.431038 -4.864928 -5.363991
C 1.010843 -5.311917 -5.186553
C 0.821110 -2.293117 -3.363154
H -0.568109 -4.511698 -6.383864
H -1.098060 -5.699707 -5.175097
H 1.686744 -4.466517 -5.312792
H 1.201813 -6.099498 -5.913760
H 1.183712 -5.735470 -4.194953
H 0.943828 -1.217474 -3.226191
H 1.676199 -2.806519 -3.784793
H 0.522396 -2.701000 -2.404536
C -0.634067 0.343983 5.884325
Br -1.207278 0.077125 7.726470
Br -2.029773 0.045402 4.598418
Br 0.931570 -0.641088 5.334938
H -0.392510 1.396246 5.882435
C 3.005059 -3.988167 0.465071
C 3.266189 -4.831280 1.741336
O 2.600831 -6.074798 1.455494
S 2.945571 -6.402065 -0.068041
O 2.020002 -7.330461 -0.584841
O 4.326491 -6.631039 -0.301073
O 2.536284 -4.909406 -0.534430
H 3.894300 -3.464546 0.115346
H 2.222706 -3.255588 0.626135
H 2.785663 -4.398848 2.611450
H 4.333180 -5.001312 1.879324
C -2.499525 4.805585 -1.776517
C -3.958897 5.131007 -1.379225
O -4.447654 3.972795 -0.728059
S -3.496140 2.668586 -0.912331
O -4.293221 1.698697 -1.552842
O -2.860764 2.297069 0.301125
O -2.459699 3.391539 -1.897912
H -1.771429 5.166693 -1.050703
H -2.304950 5.257405 -2.749038
H -4.553387 5.544454 -2.187354
H -3.817542 5.874987 -0.586228
C 3.570145 0.465401 -3.791437
C 4.533291 1.644727 -3.550345
O 4.586598 1.879639 -2.117716
S 3.364362 1.172075 -1.376838
O 2.252926 2.018375 -1.149016
O 3.881493 0.432837 -0.289004
O 2.964573 0.183547 -2.561113
H 4.186529 -0.360782 -4.157255
H 2.909324 0.629900 -4.641472
H 4.208090 2.575325 -4.006658
H 5.569634 1.404420 -3.760157
C 2.117250 6.541174 -0.528584
C 0.841166 6.945163 0.207786
O 0.820634 5.970076 1.256241
S 1.315045 4.518347 0.704687
O 0.229793 3.768149 0.206855
O 2.205427 3.872120 1.595550
O 2.147418 5.137796 -0.553458
H 2.905248 7.098436 -0.014294
H 2.120132 6.870288 -1.568766
H -0.101443 6.950157 -0.342548
H 1.004733 7.945665 0.604988
C 2.340265 5.997042 4.403332
C 3.688154 5.732736 5.054128
O 3.507514 4.701929 5.984055
S 2.164793 3.824465 5.665809
O 1.193677 3.913403 6.681852
O 2.673446 2.563957 5.283383
O 1.747181 4.697427 4.390813
H 2.484419 6.353854 3.388524
H 1.655668 6.642477 4.954011
H 4.047739 6.658408 5.511507
H 4.440757 5.501786 4.296679
C 1.563234 0.689732 2.111373
C 0.098673 1.098464 1.949962
O -0.619943 -0.088499 1.606410
S 0.372950 -1.280603 1.160501
O 0.721296 -1.053857 -0.195910
O -0.042333 -2.534371 1.653006
O 1.562597 -0.730355 2.107749
H 1.913588 1.013251 3.090802
H 2.222872 1.108528 1.353904
H -0.029379 1.860750 1.185098
H -0.336097 1.483557 2.869515
C -2.707183 -4.692521 -0.040522
C -2.898986 -6.061093 0.583490
O -3.553677 -6.862402 -0.383669
S -4.354759 -5.958322 -1.435986
O -5.739276 -6.119442 -1.253836
O -3.729066 -6.143116 -2.684999
O -3.873549 -4.528459 -0.845311
H -1.857480 -4.622558 -0.727534
H -2.584178 -3.944426 0.737903
H -3.538212 -5.953540 1.467278
H -2.005503 -6.551740 0.963196
C -5.320778 -0.002284 1.268890
C -4.043429 -0.745788 0.908242
O -4.283776 -1.580895 -0.203617
S -5.892468 -1.670543 -0.548878
O -6.561884 -2.813760 -0.047678
O -6.045580 -1.394373 -1.923075
O -6.301111 -0.396754 0.338985
H -5.204444 1.071893 1.376174
H -5.648975 -0.373120 2.242237
H -3.725650 -1.295487 1.801268
H -3.225961 -0.094364 0.608663

Cartesian forces, eV/Å:
O 0.1 0.2 -0.2
S 0.5 -1.4 1.6
O -0.4 0.5 -0.1
O 0.2 0.5 -0.8
C 0.1 -0.8 0.2
C -0.3 0.2 0.5
C -0.6 0.8 -0.6
H -0.3 0.3 0.2
H -0.1 -0.2 -0.2
H 0.1 -0.2 -0.3
H 0.2 0.1 -0.1
H -0.1 0.0 0.0
H 0.5 -0.1 0.0
H 0.2 0.1 0.1
H -0.2 -0.2 -0.1
C 0.0 0.2 0.3
Br 0.2 -0.3 -0.5
Br -0.3 0.0 0.3
Br -0.2 0.1 0.5
H 0.1 0.0 -0.3
C 0.1 0.3 0.2
C -0.2 0.3 -0.5
O 0.7 -0.7 0.1
S -0.9 0.7 -0.4
O -0.5 -0.1 0.1
O 0.4 0.4 0.5
O 0.5 -0.5 -0.2
H 0.1 -0.2 0.0
H -0.1 -0.1 -0.1
H 0.1 -0.1 0.1
H -0.1 -0.1 0.2
C -0.7 0.2 -0.6
C 1.8 0.8 1.6
O 0.1 -0.5 -0.1
S -0.7 0.8 -0.3
O 0.2 -0.3 -0.6
O 0.3 0.6 0.3
O 0.0 -0.7 0.0
H 0.0 -0.3 0.1
H 0.3 -0.3 0.0
H -0.4 -0.6 0.0
H -0.7 0.2 -0.3
C 1.7 0.0 -1.2
C 0.2 0.5 0.7
O -0.9 -0.3 0.1
S 0.0 -0.5 -0.2
O 0.0 0.8 -0.1
O 0.3 -0.2 0.2
O -0.3 -0.3 0.1
H -0.2 -0.4 0.6
H -0.7 0.4 0.6
H 0.1 0.0 -0.2
H -0.1 0.0 -0.6
C -0.9 1.5 -1.1
C 0.4 0.0 -0.3
O 0.0 -0.8 0.5
S 0.7 0.5 -0.9
O -0.8 0.4 -0.4
O 0.1 0.7 0.4
O 0.0 -0.5 1.0
H 0.6 -1.0 0.1
H 0.0 0.0 0.1
H 0.2 -0.3 -0.2
H -0.2 -0.2 0.4
C 0.1 -0.3 0.3
C 0.3 1.6 -0.5
O -0.9 -0.2 0.7
S 2.1 0.9 -0.9
O -0.4 0.4 0.5
O -0.5 -0.7 -0.5
O -0.5 -0.9 -0.1
H -0.3 -0.2 -0.1
H 0.3 0.2 0.1
H -0.1 -0.3 0.5
H -0.1 -0.6 0.0
C 0.2 0.7 0.5
C 0.0 0.6 -0.3
O -0.4 -1.3 -0.4
S 0.7 3.3 1.3
O 0.1 -0.6 -0.5
O -0.3 -0.5 0.0
O 0.0 -1.3 -0.6
H 0.2 -0.2 0.0
H -0.2 -0.3 -0.1
H -0.1 -0.3 -0.1
H 0.0 -0.2 0.1
C 0.8 -0.5 -0.6
C -0.1 0.3 1.2
O -0.1 -0.1 -0.1
S 1.3 0.7 0.8
O -0.6 0.1 0.0
O 0.0 -0.2 -0.9
O -0.9 -0.3 0.2
H 0.1 -0.2 0.2
H -0.5 0.3 -0.2
H -0.3 0.0 -0.2
H 0.2 0.0 -0.6
C -0.1 -0.7 1.2
C 1.2 0.5 0.4
O -1.8 -0.7 -0.1
S 0.8 0.5 -0.1
O 0.5 -0.2 0.8
O 0.1 0.4 -0.4
O -0.3 0.2 -0.9
H -0.1 0.1 -0.7
H -0.1 0.1 0.1
H 0.1 -0.3 -0.4
H -0.1 0.1 0.1

Computed properties:
- frontier orbital gap (hartree) = 0.354
- LUMO (eV) = -0.6
- HOMO energy (eV) = -10.224
- DFT total energy (hartree) = -14725.54239

Here are the Löwdin charges for atoms 1 to 6, given in e: atom 1 (O): -0.280, atom 2 (S): 0.569, atom 3 (O): -0.251, atom 4 (O): -0.252, atom 5 (C): -0.252, atom 6 (C): -0.068

3.
This record from the Open Molecules 2025 dataset describes 2 unconnected molecules or ions with the total composition C2H3NO2 at a distorted geometry. The level of theory is ωB97M-V/def2-TZVPD.

Positions of all 8 atoms, in Å:
C 3.146853 0.572168 -0.331314
C -2.432750 -0.385488 0.237569
N 2.978346 1.275728 0.522177
O -0.221506 -0.350697 -0.108625
O -1.279012 -0.021338 0.583063
H 3.649920 -0.055629 -1.055368
H -2.648060 -1.008294 -0.650989
H -3.193792 -0.026452 0.803489

Cartesian forces, eV/Å:
C 1.8 -2.5 -2.9
C 2.0 -1.2 -2.1
N -1.0 2.4 2.8
O 0.7 -0.5 -0.7
O -1.5 0.2 0.4
H -0.8 0.2 0.2
H 0.7 0.4 0.5
H -2.0 1.0 1.9

Computed properties:
- frontier orbital gap (alpha / beta) (hartree) = 0.339 / 0.339
- LUMO (alpha / beta) (eV) = -0.4 / -0.4
- HOMO energy (alpha / beta) (eV) = -9.662 / -9.666
- DFT total energy (hartree) = -283.02056
- energy relative to the best compared isomer or geometry (same formula, charge and spin) (eV) = 6.461

Here are the Löwdin charges for atoms 1 to 6, given in e: atom 1 (C): -0.110, atom 2 (C): 0.075, atom 3 (N): 0.057, atom 4 (O): -0.145, atom 5 (O): -0.122, atom 6 (H): 0.060

4.
This record from the Open Molecules 2025 dataset describes a single C5H9N molecule at a distorted geometry. The level of theory is ωB97M-V/def2-TZVPD.

Positions of all 15 atoms, in Å:
C -1.072160 0.736405 0.841551
C -1.207528 0.697505 -0.685820
C -0.314403 -0.537404 0.889161
N 0.726849 -0.521714 0.034993
C 1.943661 -0.851903 0.455630
C 0.308690 0.059582 -1.234161
H -0.497844 1.609082 1.212390
H -1.977369 0.676256 1.466534
H -2.096629 0.052650 -0.870191
H -1.330064 1.614243 -1.239186
H -0.524303 -1.411503 1.468093
H 2.108751 -0.789746 1.524064
H 2.713999 -1.199736 -0.217816
H 0.019496 -0.710006 -1.950139
H 1.198853 0.576285 -1.695107

Cartesian forces, eV/Å:
C 0.1 -0.3 -0.4
C 1.0 0.2 -0.9
C 0.4 -0.2 1.1
N -0.3 -0.3 0.4
C 0.1 -0.2 -0.1
C -1.2 0.2 0.4
H 0.0 -0.3 -0.2
H 0.0 0.1 -0.8
H 1.1 0.1 -0.5
H -0.2 0.6 0.0
H 0.4 0.0 0.7
H 0.0 -0.1 -0.3
H -0.1 0.0 -0.1
H 0.1 -0.3 0.2
H -1.4 0.6 0.5

Computed properties:
- frontier orbital gap (alpha / beta) (hartree) = 0.277 / 0.272
- LUMO (alpha / beta) (eV) = 0.9 / 0.9
- HOMO energy (alpha / beta) (eV) = -6.599 / -6.513
- DFT total energy (hartree) = -250.52609
- energy relative to the best compared isomer or geometry (same formula, charge and spin) (eV) = 3.833

Here are the Löwdin charges for atoms 1 to 6, given in e: atom 1 (C): -0.201, atom 2 (C): -0.121, atom 3 (C): -0.173, atom 4 (N): -0.274, atom 5 (C): 0.007, atom 6 (C): -0.059

5.
This record from the Open Molecules 2025 dataset describes a molecular structure, C4H11NO2 at a distorted geometry. The level of theory is ωB97M-V/def2-TZVPD.

Positions of all 18 atoms, in Å:
C -0.886661 -0.531205 0.043828
C -0.523197 0.814243 0.446900
C 1.228911 0.506250 0.700789
C 2.010915 0.443439 -0.590025
N -0.709148 -0.931481 -1.259583
O -0.823940 -1.574275 0.919091
O -2.553632 0.256760 -0.043019
H -0.690950 -1.219280 1.809490
H -3.157268 -0.435229 0.258011
H -1.309029 -0.385876 -1.869681
H -0.840182 -1.927488 -1.373314
H -0.551331 1.558438 -0.339967
H -0.861154 1.126925 1.430893
H 1.513495 1.385503 1.285135
H 1.446151 -0.354210 1.337910
H 1.758659 1.270253 -1.258675
H 3.087570 0.511131 -0.399403
H 1.860791 -0.513898 -1.098382

Cartesian forces, eV/Å:
C -4.0 1.0 -0.4
C 6.4 -1.2 1.4
C -1.9 1.9 0.1
C 0.4 -0.3 -0.1
N 0.4 -0.3 -0.1
O 0.0 0.8 -0.3
O 0.1 -1.8 0.2
H -0.1 -0.1 -0.1
H -0.2 0.1 -0.1
H 0.2 -0.2 0.1
H -0.1 0.1 -0.1
H -0.3 -0.1 0.1
H -0.4 0.0 -0.4
H 0.2 0.0 -0.1
H -0.4 -0.1 -0.1
H -0.1 -0.2 0.0
H -0.1 0.1 0.1
H -0.1 0.3 -0.1

Computed properties:
- frontier orbital gap (hartree) = 0.350
- LUMO (eV) = 0.7
- HOMO energy (eV) = -8.835
- DFT total energy (hartree) = -364.16717
- energy relative to the best compared isomer or geometry (same formula, charge and spin) (eV) = 2.749

Here are the Löwdin charges for atoms 1 to 6, given in e: atom 1 (C): -0.548, atom 2 (C): -0.080, atom 3 (C): -0.187, atom 4 (C): -0.150, atom 5 (N): 0.147, atom 6 (O): 0.084